Record 1
{"formula": "C21H39F3O17P2", "method": "ωB97M-V with the def2-TZVPD basis set", "elements": ["C", "C", "O", "C", "O", "O", "F", "H", "H", "H", "C", "C", "O", "C", "O", "O", "F", "H", "H", "H", "C", "C", "O", "C", "O", "O", "F", "H", "H", "H", "C", "C", "O", "P", "O", "O", "C", "C", "O", "C", "C", "H", "H", "H", "H", "H", "H", "H", "H", "H", "H", "H", "H", "H", "H", "H", "C", "C", "O", "P", "O", "O", "C", "C", "O", "C", "C", "H", "H", "H", "H", "H", "H", "H", "H", "H", "H", "H", "H", "H", "H", "H"], "xyz": [[-0.192, 2.467, -2.748], [-1.671, 2.791, -2.744], [-2.017, 2.406, -1.389], [-1.054, 1.484, -0.987], [-1.181, 0.835, 0.069], [-0.067, 1.449, -1.827], [-2.355, 2.047, -3.566], [0.412, 3.273, -2.331], [0.154, 2.386, -3.779], [-1.945, 3.815, -2.999], [-0.507, 6.535, -9.019], [-0.740, 7.714, -8.131], [-1.894, 7.291, -7.413], [-2.696, 6.614, -8.340], [-3.865, 6.347, -8.195], [-1.873, 6.323, -9.396], [-1.045, 8.869, -8.844], [-0.097, 5.599, -8.639], [0.054, 6.748, -9.929], [0.155, 7.948, -7.555], [-2.712, 0.768, -11.620], [-3.841, 0.464, -10.732], [-3.305, 0.734, -9.440], [-1.950, 0.634, -9.601], [-1.197, 0.672, -8.676], [-1.613, 0.354, -10.829], [-4.478, -0.704, -10.745], [-2.700, 1.846, -11.782], [-2.843, 0.306, -12.598], [-4.611, 1.175, -11.030], [3.542, -6.385, -1.647], [3.970, -7.882, -2.002], [4.728, -7.785, -3.170], [4.322, -6.852, -4.500], [2.928, -6.925, -4.978], [4.806, -5.367, -4.093], [3.895, -4.281, -4.220], [4.408, -3.367, -5.369], [5.382, -7.488, -5.574], [4.965, -8.549, -6.470], [4.418, -9.775, -5.738], [4.288, -5.641, -1.371], [2.831, -5.885, -2.305], [2.933, -6.268, -0.750], [4.451, -8.379, -1.159], [3.057, -8.358, -2.361], [2.855, -4.555, -4.394], [3.957, -3.804, -3.242], [5.437, -3.139, -5.088], [4.474, -3.706, -6.403], [3.658, -2.578, -5.325], [4.105, -8.207, -7.046], [5.602, -8.869, -7.294], [3.558, -9.627, -5.085], [4.059, -10.575, -6.385], [5.134, -10.449, -5.267], [-4.600, 4.234, 14.266], [-4.132, 3.799, 12.881], [-3.437, 2.561, 13.075], [-2.108, 2.216, 12.147], [-1.773, 0.756, 12.059], [-0.904, 2.981, 12.777], [-0.489, 2.442, 14.027], [-1.286, 2.971, 15.273], [-2.407, 3.006, 10.812], [-1.314, 3.043, 9.871], [-1.240, 1.735, 9.169], [-5.111, 3.356, 14.660], [-3.693, 4.487, 14.814], [-5.242, 5.112, 14.331], [-4.975, 3.776, 12.190], [-3.443, 4.584, 12.569], [-0.407, 1.355, 14.021], [0.538, 2.754, 14.215], [-0.878, 2.369, 16.085], [-1.257, 4.049, 15.425], [-2.290, 2.582, 15.096], [-1.646, 3.768, 9.128], [-0.311, 3.313, 10.201], [-0.789, 1.888, 8.188], [-0.626, 0.987, 9.670], [-2.269, 1.382, 9.100]], "forces_ev_per_angstrom": [[0.1, 2.6, -0.9], [0.8, 1.1, 2.3], [0.9, -0.1, -0.9], [-2.9, -1.4, 4.8], [0.8, 2.2, -3.9], [1.5, -2.0, -0.6], [-1.2, -1.8, -1.7], [-0.3, 0.6, -0.1], [0.2, -1.3, 0.2], [0.2, 0.2, 0.7], [-0.8, 0.2, -1.8], [0.6, 0.0, 0.6], [0.0, 0.6, -0.4], [-0.4, -0.2, 0.2], [2.7, 0.6, -0.5], [-1.5, -1.1, -0.1], [0.1, -0.9, 0.2], [0.0, 0.4, 0.8], [-0.1, 0.3, 0.0], [-0.6, 0.0, 0.8], [0.0, -0.7, -1.1], [-2.2, 2.7, 0.7], [-0.1, -0.1, -1.4], [0.4, -0.8, 3.4], [-0.1, 0.4, -0.3], [0.9, 0.2, -2.2], [0.5, -1.6, -0.2], [0.2, 0.1, 0.1], [0.7, -0.4, 0.2], [-0.3, 0.3, 0.8], [-0.8, -0.1, 1.7], [-2.4, 3.5, -0.5], [1.6, 0.7, -2.8], [0.7, -1.7, 0.6], [0.5, 0.0, 0.5], [0.1, -2.6, -0.6], [0.4, 0.6, -1.4], [-0.5, -0.2, 1.5], [0.0, 0.7, 0.6], [-2.7, -0.8, 0.2], [0.2, -1.5, 0.1], [0.8, -0.5, -0.7], [0.4, -0.5, -0.9], [-0.2, -1.0, 0.5], [0.3, -0.1, -0.5], [-0.2, -0.5, 0.9], [0.2, -0.5, 0.0], [0.0, 0.5, -0.2], [-0.2, 0.8, 0.0], [-0.5, -0.8, 0.3], [0.7, 0.8, -0.3], [-0.2, 0.6, 0.2], [1.3, 0.6, 0.8], [0.3, 0.5, 0.2], [-0.4, 0.6, -1.1], [0.6, 0.8, 0.8], [0.3, -0.5, -0.1], [0.1, 1.6, 0.9], [1.2, -0.6, -1.9], [-1.6, -2.7, 0.4], [-1.2, 2.1, 0.1], [0.3, 0.9, 0.5], [1.3, 1.0, 2.2], [0.0, -1.9, -1.7], [0.8, 0.3, 1.0], [-0.2, 0.2, -1.5], [0.2, -0.9, -0.5], [0.0, 0.2, 0.6], [-0.2, -0.3, 0.4], [-0.1, -0.1, -0.5], [0.2, -0.7, -0.2], [0.1, -0.2, -0.5], [-0.7, 0.0, -0.2], [0.2, 0.3, -0.6], [0.0, 0.5, 0.4], [0.1, -0.2, 0.0], [-0.2, 0.5, 0.5], [0.1, 0.3, 0.3], [-0.4, 0.4, 0.9], [-0.2, -0.1, -0.2], [-0.2, 0.0, 0.2], [0.2, -0.3, -0.4]], "lowdin_charge": [-0.09, -0.33, 0.12, -0.51, 0.12, 0.11, 0.12, 0.14, 0.15, 0.17, -0.06, -0.29, 0.11, -0.47, 0.17, 0.05, 0.05, 0.15, 0.14, 0.17, -0.07, -0.36, 0.15, -0.59, 0.17, 0.12, 0.11, 0.15, 0.15, 0.17, -0.09, -0.22, -0.22, 0.52, -0.24, -0.20, -0.28, -0.06, -0.18, -0.24, -0.10, 0.07, 0.06, 0.07, 0.12, 0.11, 0.11, 0.12, 0.07, 0.08, 0.07, 0.10, 0.12, 0.07, 0.07, 0.07, -0.07, -0.28, -0.20, 0.44, -0.24, -0.17, -0.26, -0.06, -0.17, -0.27, -0.10, 0.08, 0.06, 0.08, 0.12, 0.11, 0.11, 0.11, 0.08, 0.08, 0.05, 0.12, 0.12, 0.08, 0.08, 0.09], "smiles": "O=C1OC[C@@H](F)O1.O=C1OC[C@@H](F)O1.O=C1OC[C@@H](F)O1.CCOP(=O)(OCC)OCC.CCOP(=O)(OCC)OCC", "e_homo_ha": -0.3778, "lumo_ev": -0.012, "largest_force_ev_per_a": 5.8, "homo_lumo_gap_ev": 10.268, "e_above_lowest_ev": 4.5625}

Record 2
{"formula": "C12H20Cl2O4Os", "method": "ωB97M-V with the def2-TZVPD basis set", "elements": ["C", "C", "C", "C", "C", "C", "C", "C", "C", "C", "Os", "Cl", "Cl", "O", "H", "H", "H", "H", "H", "H", "H", "H", "H", "H", "H", "H", "H", "H", "H", "H", "O", "H", "C", "C", "O", "O", "H", "H", "H"], "xyz": [[0.177, -1.565, -1.150], [1.039, -0.404, -1.207], [0.213, 0.764, -1.127], [2.501, -0.390, -1.319], [-1.158, 0.348, -1.132], [-1.196, -1.096, -1.146], [-2.416, -1.940, -1.306], [0.608, -2.988, -1.292], [0.680, 2.177, -1.214], [-2.331, 1.254, -1.276], [-0.360, -0.596, 0.824], [3.792, 1.380, 0.315], [1.606, -1.425, 1.650], [-2.130, 0.022, 1.401], [2.952, -1.366, -1.147], [2.963, 0.349, -0.458], [2.817, 0.060, -2.263], [1.616, 2.325, -0.658], [-0.079, 2.863, -0.817], [0.866, 2.439, -2.265], [-2.113, 2.222, -0.825], [-3.213, 0.837, -0.784], [-2.566, 1.424, -2.336], [-3.279, -1.439, -0.864], [-2.281, -2.901, -0.804], [-2.629, -2.128, -2.369], [1.602, -3.132, -0.862], [0.645, -3.259, -2.357], [-0.099, -3.650, -0.783], [-1.954, 0.600, 2.185], [-1.020, -2.356, 1.415], [-1.606, -2.100, 2.158], [1.318, 2.407, 3.367], [0.369, 1.351, 2.874], [-0.328, 0.655, 3.608], [0.371, 1.249, 1.547], [1.477, 2.317, 4.442], [0.883, 3.388, 3.147], [2.259, 2.304, 2.826]], "forces_ev_per_angstrom": [[0.1, 1.2, -1.5], [-0.7, -0.5, -1.2], [-0.1, -0.6, -1.1], [-0.3, 0.1, 0.6], [0.3, -0.6, -1.7], [0.3, 0.8, -1.7], [0.0, 0.0, 0.1], [-0.1, 0.1, 0.1], [0.2, 0.1, 0.2], [-0.1, -0.1, 0.2], [-1.2, -1.7, 5.5], [2.4, 2.9, 2.3], [2.2, -0.7, 0.6], [-1.1, 1.5, 1.1], [0.0, -0.1, -0.3], [-1.4, -2.3, -2.2], [0.2, 0.0, -0.1], [-0.3, -0.1, -0.1], [0.2, -0.1, -0.1], [0.0, 0.1, 0.0], [-0.1, 0.0, 0.1], [0.1, 0.1, 0.0], [0.0, 0.0, 0.0], [0.0, -0.1, 0.0], [-0.1, 0.1, 0.0], [0.0, 0.0, 0.1], [-0.1, 0.0, 0.0], [0.0, -0.1, 0.1], [0.1, 0.0, 0.0], [-0.2, -0.8, -0.7], [-0.9, -0.3, 0.4], [0.4, -0.2, -0.7], [0.1, 0.1, 0.2], [0.0, -0.5, -2.2], [0.0, 0.3, 0.4], [0.2, 1.4, 1.8], [-0.1, 0.0, 0.0], [0.1, -0.1, 0.0], [0.0, 0.1, -0.1]], "lowdin_spin": [0.09, 0.15, 0.15, 0.02, 0.12, 0.06, 0.01, 0.01, 0.02, 0.02, 2.66, 0.01, 0.19, 0.14, 0.00, 0.01, 0.01, 0.00, 0.00, 0.01, 0.00, 0.00, 0.01, 0.00, 0.00, 0.00, 0.00, 0.01, 0.00, 0.01, 0.10, 0.01, 0.01, 0.02, 0.02, 0.11, 0.00, 0.00, 0.00], "e_homo_ha": [0.0487, -0.0116], "multiplicity": 5, "charge": -2, "lumo_ev": [4.916, 4.888], "largest_force_ev_per_a": 5.9, "homo_lumo_gap_ev": [3.590, 5.205], "s2": 6.016}

Record 3
{"formula": "C4H10N2O2", "method": "ωB97M-V with the def2-TZVPD basis set", "elements": ["C", "C", "O", "N", "H", "H", "H", "H", "H", "C", "C", "O", "N", "H", "H", "H", "H", "H"], "xyz": [[-3.293, -0.650, -1.548], [-1.918, -0.855, -1.468], [-1.186, -1.130, -2.451], [-1.248, -0.749, -0.324], [-3.722, 0.226, -1.070], [-3.935, -1.486, -1.095], [-0.231, -0.796, -0.338], [-1.563, -0.295, 0.476], [-3.471, -0.309, -2.623], [2.272, 1.242, 0.150], [1.846, 0.910, 1.542], [1.252, 1.668, 2.240], [2.200, -0.394, 1.881], [2.741, 2.224, 0.066], [1.594, 1.166, -0.690], [2.324, -0.557, 2.891], [2.445, -1.096, 1.274], [3.184, 0.740, -0.147]], "forces_ev_per_angstrom": [[-5.1, 0.8, -1.3], [5.9, -0.8, -2.0], [-1.9, 0.2, 0.6], [1.5, -0.2, 1.3], [0.6, 0.3, 0.9], [1.0, 0.8, -1.3], [-0.6, -0.2, -0.5], [-1.1, 0.7, 1.3], [-0.3, -1.5, 1.1], [1.8, 0.9, -1.3], [0.5, -1.8, -1.9], [-0.4, 0.7, 1.4], [-0.8, 2.3, 3.6], [-0.9, 0.6, 0.5], [-0.6, -0.1, 0.2], [-0.5, -0.2, -1.0], [0.9, -1.3, -1.7], [0.0, -1.2, 0.0]], "nbo_charge": [-0.73, 0.63, -0.64, -0.79, 0.24, 0.26, 0.40, 0.38, 0.26, -0.75, 0.68, -0.57, -0.85, 0.25, 0.25, 0.40, 0.39, 0.22], "smiles": "CC(N)=O.CC(N)=O", "e_homo_ha": -0.3546, "lumo_ev": 0.649, "largest_force_ev_per_a": 6.3, "homo_lumo_gap_ev": 10.299, "e_above_lowest_ev": 1.7241}